## a
Here is a 2-piece molecular cluster, C2H5NO2 overall from the Open Molecules 2025 dataset. Energies are from the ωB97M-V functional and the def2-TZVPD basis.

Results
Total charge = 0
Frontier orbital gap = 11.009 eV
SMILES = NC=O.C=O
Lowest unoccupied orbital energy = 0.961 eV
HOMO level = -10.05 eV

Structure (XYZ):
```
10
Properties=species:S:1:pos:R:3:lowdin_charge:R:1
N -1.0292 3.3466 -0.2531 0.1069
C -1.0846 2.0201 -0.5482 -0.4281
O -2.0508 1.3284 -0.3276 0.0076
H -0.2316 3.8938 -0.5234 0.0868
H -1.7971 3.8243 0.1952 0.1037
H -0.1424 1.6298 -0.9542 0.1230
C 1.5682 -4.0400 0.6411 -0.1334
O 1.9139 -3.2625 -0.2176 -0.0232
H 2.1097 -4.0298 1.5997 0.0800
H 0.7439 -4.7107 0.3882 0.0765
```


## b
Here is one molecule with the formula C2H5NO2 from the Open Molecules 2025 dataset. Energies are from the ωB97M-V functional and the def2-TZVPD basis.

Results
Total charge = 0
Frontier orbital gap = 10.078 eV
SMILES = CN(O)C=O
Lowest unoccupied orbital energy = 0.723 eV
HOMO level = -9.35 eV

Structure (XYZ):
```
10
Properties=species:S:1:pos:R:3:lowdin_charge:R:1
C -1.7198 -0.4804 0.0913 -0.0762
N -0.3629 -0.0408 -0.1828 -0.2771
O -0.2459 1.3206 0.0288 -0.0089
C 0.7917 -0.7265 0.0040 -0.2921
O 1.8606 -0.1068 0.0761 0.0072
H -2.4519 0.2813 -0.6470 0.1569
H -2.0194 -0.3804 1.2869 0.1349
H -1.6710 -1.5804 -0.3900 0.1150
H 0.7302 1.2815 -0.2074 0.1045
H 0.6034 -1.7854 -0.1740 0.1357
```


## c
Here is one molecule with the formula C2H5NO2 from the Open Molecules 2025 dataset. Energies are from the ωB97M-V functional and the def2-TZVPD basis.

Results
Total charge = 0
Frontier orbital gap = 10.815 eV
SMILES = CONC=O
Lowest unoccupied orbital energy = 0.875 eV
HOMO level = -9.94 eV

Structure (XYZ):
```
10
Properties=species:S:1:pos:R:3:lowdin_charge:R:1
C -1.6156 -0.5679 0.2560 -0.0766
O -0.9366 0.4081 -0.5320 -0.1433
N 0.1423 0.8948 0.1737 -0.0115
C 1.3099 0.2109 0.1352 -0.3425
O 1.4216 -0.9635 -0.1584 0.0307
H -2.4630 -0.8866 -0.3359 0.0874
H -1.9833 -0.1599 1.2100 0.0901
H -0.9334 -1.3893 0.4657 0.0783
H 0.1699 1.9087 0.1377 0.1475
H 2.1675 0.8489 0.4820 0.1398
```


## d
Here is one molecule with the formula C2H5NO2 from the Open Molecules 2025 dataset. Energies are from the ωB97M-V functional and the def2-TZVPD basis.

Results
Total charge = 0
Frontier orbital gap = 10.227 eV
SMILES = O=CNCO
Lowest unoccupied orbital energy = 0.578 eV
HOMO level = -9.65 eV

Structure (XYZ):
```
10
Properties=species:S:1:pos:R:3:lowdin_charge:R:1
O 1.5626 -1.0515 -1.0969 -0.0014
C 0.3514 -1.1001 -1.0964 -0.2966
N -0.4171 -0.0993 -0.2975 -0.0270
C -0.0094 0.7046 0.8290 -0.3049
O -1.2822 1.2297 1.3640 -0.1543
H -0.2692 -1.8305 -1.8496 0.1612
H -1.4351 -0.1355 -0.6660 0.1533
H 0.6810 1.4753 0.5408 0.1014
H 0.3429 0.0011 1.7765 0.1721
H -0.6951 2.1322 1.7487 0.1962
```


a is preferred energetically. Next in line: 26.2 kcal/mol higher.


## a
Here is one molecule with the formula C2H5NO2 from the Open Molecules 2025 dataset. Energies are from the ωB97M-V functional and the def2-TZVPD basis.

Results
Total charge = 0
Frontier orbital gap = 10.914 eV
SMILES = C/C=N/OO
Lowest unoccupied orbital energy = 1.116 eV
HOMO level = -9.80 eV

Structure (XYZ):
```
10
Properties=species:S:1:pos:R:3:lowdin_charge:R:1
C -1.2028 1.2860 -0.2090 -0.0750
C -0.4540 0.0618 0.1473 -0.2260
N 0.6489 -0.3083 -0.3441 0.0569
O 1.0321 -1.4929 0.2947 -0.1891
O 2.1859 -2.0763 -0.2256 -0.0212
H -2.2015 1.0054 -0.5358 0.0759
H -1.3128 1.9140 0.6806 0.0799
H -0.7045 1.8495 -0.9931 0.0775
H -0.9163 -0.5566 0.9205 0.1248
H 2.9250 -1.6825 0.2647 0.0963
```


## b
Here is C2H5NO2 as an isolated structure from the Open Molecules 2025 dataset. Energies are from the ωB97M-V functional and the def2-TZVPD basis.

Results
Total charge = 0
Frontier orbital gap = 9.441 eV
Lowest unoccupied orbital energy = 0.053 eV
HOMO level = -9.39 eV

Structure (XYZ):
```
10
Properties=species:S:1:pos:R:3:lowdin_charge:R:1
C -0.2221 -0.6997 -0.2868 -0.6811
C -0.8177 0.7012 0.0336 -0.1931
H 1.1122 -1.9903 -0.0026 0.1935
H 1.5020 -0.4805 0.8034 0.2770
H -1.4337 0.9874 -0.8138 0.1249
H -1.2315 0.5232 1.0851 0.1572
H 0.9113 1.9104 -0.3562 0.1926
N 1.0275 -0.8778 -0.4079 0.0985
O -1.1313 -1.5449 -0.4813 0.0016
O 0.2834 1.4711 0.4266 -0.1712
```


## c
Here is a 2-piece molecular cluster, C2H5NO2 overall from the Open Molecules 2025 dataset. Energies are from the ωB97M-V functional and the def2-TZVPD basis.

Results
Total charge = 0
Frontier orbital gap (alpha / beta) = 8.474 / 8.479 eV
Lowest unoccupied orbital energy (alpha / beta) = -0.814 / -0.812 eV
HOMO level (alpha / beta) = -9.29 / -9.29 eV

Structure (XYZ):
```
10
Properties=species:S:1:pos:R:3:lowdin_charge:R:1
C 1.1667 -0.1793 -0.4498 -0.1208
C 0.4173 0.4196 0.6311 0.0426
N -1.7317 -0.1571 0.0287 -0.2817
O -1.5787 -0.6691 -1.0645 -0.0205
O -2.7111 -0.1691 0.7553 0.0143
H 0.2911 -0.1827 -1.1786 0.0844
H 2.0057 0.4950 -0.7421 0.1138
H 1.3690 -1.1774 -0.2611 0.0579
H 0.6521 0.1916 1.5973 0.0466
H 0.1195 1.4285 0.6834 0.0636
```


## d
Here is C2H5NO2 as an isolated structure from the Open Molecules 2025 dataset. Energies are from the ωB97M-V functional and the def2-TZVPD basis.

Results
Total charge = 0
Frontier orbital gap = 10.864 eV
Lowest unoccupied orbital energy = 0.830 eV
HOMO level = -10.03 eV

Structure (XYZ):
```
10
Properties=species:S:1:pos:R:3:lowdin_charge:R:1
C -0.5418 1.2360 -0.0212 -0.0207
N -0.1308 -0.1155 -0.3713 -0.1187
C 0.6573 -1.1155 0.3556 -0.4722
O 1.2978 -0.2689 -0.6803 0.0064
O 0.1597 -2.2356 -0.0579 -0.0640
H -0.5287 -1.2615 -0.7652 0.2309
H 1.0363 -0.9323 1.3582 0.1588
H -1.5430 1.1797 0.4075 0.0943
H 0.1552 1.6657 0.6976 0.0936
H -0.5620 1.8478 -0.9230 0.0915
```


b is preferred energetically. Next in line: 24.2 kcal/mol higher.


## a
Here is one molecule with the formula C2H5NO2 from the Open Molecules 2025 dataset. Energies are from the ωB97M-V functional and the def2-TZVPD basis.

Results
Total charge = 0
Frontier orbital gap = 9.674 eV
SMILES = CN(O)C=O
Lowest unoccupied orbital energy = 0.762 eV
HOMO level = -8.91 eV

Structure (XYZ):
```
10
Properties=species:S:1:pos:R:3:lowdin_charge:R:1
C -1.6117 -0.6920 0.0148 -0.0418
N -0.3626 0.1184 -0.0299 -0.2830
O -0.5295 1.3844 0.0570 0.0532
C 0.8340 -0.6185 -0.0325 -0.2409
O 2.0255 -0.1200 0.0303 -0.0736
H -2.1269 -0.3425 -0.8689 0.0754
H -2.2826 -0.8846 0.9294 0.1098
H -1.3305 -1.7971 -0.2311 0.0980
H 0.3204 1.7538 -0.2555 0.1398
H 0.6562 -1.8105 0.0438 0.1632
```


## b
Here is a 2-piece molecular cluster, C2H5NO2 overall from the Open Molecules 2025 dataset. Energies are from the ωB97M-V functional and the def2-TZVPD basis.

Results
Total charge = 0
Frontier orbital gap = 9.016 eV
SMILES = C=CO.N=O
Lowest unoccupied orbital energy = -0.490 eV
HOMO level = -9.51 eV

Structure (XYZ):
```
10
Properties=species:S:1:pos:R:3:lowdin_charge:R:1
C 0.8196 0.7689 -0.4330 -0.0053
C -0.2119 1.1376 0.2712 -0.2461
O -0.0710 1.6210 1.5984 -0.0597
H 1.7296 1.0179 -0.0732 0.0320
H 0.6532 0.3104 -1.3795 0.0485
H -1.2030 0.8637 -0.0737 0.1047
H -0.9200 1.9073 2.0870 0.1360
N 0.8064 -3.0643 -0.6800 0.0287
O 1.0751 -3.1246 0.5308 -0.0855
H 0.8386 -2.0317 -0.9776 0.0468
```


## c
Here is one molecule with the formula C2H5NO2 from the Open Molecules 2025 dataset. Energies are from the ωB97M-V functional and the def2-TZVPD basis.

Results
Total charge = 0
Frontier orbital gap = 11.246 eV
SMILES = CC[N+](=O)[O-]
Lowest unoccupied orbital energy = 0.326 eV
HOMO level = -10.92 eV

Structure (XYZ):
```
10
Properties=species:S:1:pos:R:3:lowdin_charge:R:1
C -0.2152 -0.7700 1.0863 0.0171
C 0.0450 -0.2055 -0.6355 -0.0433
N 0.2598 1.2230 -0.7425 -0.4586
O 0.9245 1.5752 -1.6903 0.0727
O -0.2526 1.9555 0.0656 0.0766
H 0.7688 -0.9247 1.5017 0.0436
H -0.7326 0.0422 1.5728 0.0370
H -0.7965 -1.6720 1.0268 0.0399
H 0.8833 -0.7552 -1.0496 0.1041
H -0.8844 -0.4684 -1.1351 0.1108
```


a is preferred energetically. Next in line: 11.6 kcal/mol higher.


## a
Here is one molecule with the formula C2H5NO2 from the Open Molecules 2025 dataset. Energies are from the ωB97M-V functional and the def2-TZVPD basis.

Results
Total charge = 0
Frontier orbital gap = 10.957 eV
SMILES = CONC=O
Lowest unoccupied orbital energy = 0.839 eV
HOMO level = -10.12 eV

Structure (XYZ):
```
10
Properties=species:S:1:pos:R:3:lowdin_charge:R:1
C 0.8597 -0.8426 -1.4130 -0.1234
O -0.4027 -0.5158 -0.8066 -0.2501
N -0.4218 -0.6091 0.5727 -0.0222
C -0.3402 0.6440 1.1763 -0.3416
O 0.1679 1.6178 0.6866 0.0430
H 0.7566 -0.2641 -2.5114 0.1344
H 1.0951 -2.0330 -1.5762 0.1001
H 1.7495 -0.3977 -0.5720 0.1491
H -1.1065 -1.3750 0.7953 0.1665
H -0.7808 0.7099 2.2366 0.1440
```


## b
Here is one molecule with the formula C2H5NO2 from the Open Molecules 2025 dataset. Energies are from the ωB97M-V functional and the def2-TZVPD basis.

Results
Total charge = 0
Frontier orbital gap = 10.763 eV
SMILES = COC(N)=O
Lowest unoccupied orbital energy = 0.940 eV
HOMO level = -9.82 eV

Structure (XYZ):
```
10
Properties=species:S:1:pos:R:3:lowdin_charge:R:1
C -0.0976 -1.0214 -1.3324 0.1107
O 0.7459 0.1704 -0.4116 -0.0048
C -0.1429 0.4684 0.4955 -0.7102
N 0.2905 1.2507 1.5151 0.1729
O -1.2035 -0.1673 0.5362 -0.0023
H 0.3166 -1.9499 -0.9581 0.0800
H 0.3406 -0.6831 -2.2641 0.0685
H -1.1775 -1.0196 -1.4212 0.0732
H -0.3306 1.4393 2.2804 0.1087
H 1.2584 1.5126 1.5602 0.1033
```


b is preferred energetically. Next in line: 59.6 kcal/mol higher.


## a
Here is a 2-piece molecular cluster, CH3FN2O2 overall from the Open Molecules 2025 dataset. Energies are from the ωB97M-V functional and the def2-TZVPD basis.

Results
Total charge = 0
Frontier orbital gap (alpha / beta) = 9.279 / 9.115 eV
Lowest unoccupied orbital energy (alpha / beta) = -0.648 / -0.413 eV
HOMO level (alpha / beta) = -9.93 / -9.53 eV

Structure (XYZ):
```
9
Properties=species:S:1:pos:R:3:lowdin_charge:R:1
C 0.3306 0.3759 1.0855 -0.1212
N -0.3494 -0.6714 0.4347 -0.0046
N -0.0055 -0.4483 -1.6113 -0.2899
O 0.7695 0.4215 -1.7528 0.0999
O -0.6071 -1.2038 -2.2604 0.1463
F -1.7095 -0.3876 0.3378 -0.0893
H 0.8599 1.0176 0.3623 0.0773
H -0.3555 0.9948 1.6677 0.0928
H 1.0670 -0.0989 1.7364 0.0887
```


## b
Here is a 2-piece molecular cluster, CH3FN2O2 overall from the Open Molecules 2025 dataset. Energies are from the ωB97M-V functional and the def2-TZVPD basis.

Results
Total charge = 0
Frontier orbital gap = 10.744 eV
SMILES = C=NF.O=NO
Lowest unoccupied orbital energy = -0.245 eV
HOMO level = -10.99 eV

Structure (XYZ):
```
9
Properties=species:S:1:pos:R:3:lowdin_charge:R:1
C 1.3780 0.6517 0.4946 -0.0779
N 1.8623 -0.3806 0.0993 0.0313
F 2.5114 -0.2276 -1.2159 -0.1482
H 1.5415 1.6244 0.0099 0.1005
H 0.6825 0.6982 1.3002 0.0614
O -1.8619 0.7186 0.6111 -0.0058
N -1.5150 -0.3718 0.1782 -0.1223
O -2.5340 -0.9905 -0.4455 -0.0136
H -2.0648 -1.7225 -1.0319 0.1745
```


b is preferred energetically. Next in line: 26.9 kcal/mol higher.


## a
Here is a 2-piece molecular cluster, C5H14 overall from the Open Molecules 2025 dataset. Energies are from the ωB97M-V functional and the def2-TZVPD basis.

Results
Total charge = 0
Frontier orbital gap = 11.901 eV
SMILES = CCC.CC
Lowest unoccupied orbital energy = 1.136 eV
HOMO level = -10.77 eV

Structure (XYZ):
```
19
Properties=species:S:1:pos:R:3:lowdin_charge:R:1
C 2.6587 0.0833 -0.2238 -0.1366
C 1.1056 0.1848 -0.2140 -0.3499
C 0.4428 0.9284 -1.3659 -0.1256
H 3.0668 1.0969 -0.3941 0.0667
H 3.0803 -0.5122 -1.1120 0.0816
H 2.8829 -0.5193 0.7465 0.0974
H 0.7221 -0.9152 -0.1477 0.1172
H 0.9475 0.7862 0.6467 0.0739
H 0.2153 1.9519 -1.1228 0.0597
H 1.0417 1.0314 -2.3249 0.0913
H -0.5151 0.6124 -1.6928 0.0334
C -2.3892 -0.5995 0.2537 -0.1572
C -1.5617 -0.5770 1.5837 -0.1447
H -2.6195 0.3860 -0.0632 0.0391
H -1.8939 -1.1936 -0.5281 0.0640
H -3.3858 -0.9487 0.5516 0.0578
H -1.4314 0.3707 1.9003 0.0117
H -0.4377 -0.7981 1.2754 0.0582
H -1.9293 -1.3684 2.2315 0.0619
```


## b
Here is a 2-piece molecular cluster, C5H14 overall from the Open Molecules 2025 dataset. Energies are from the ωB97M-V functional and the def2-TZVPD basis.

Results
Total charge = 0
Frontier orbital gap = 12.315 eV
SMILES = CCC.CC
Lowest unoccupied orbital energy = 1.159 eV
HOMO level = -11.16 eV

Structure (XYZ):
```
19
Properties=species:S:1:pos:R:3:lowdin_charge:R:1
C -1.2686 2.3049 1.3856 -0.1222
C -0.7685 1.0907 0.5961 -0.3315
C -0.9478 1.1621 -0.9098 -0.1168
H -0.5717 3.1445 1.4413 0.0684
H -1.5378 2.0473 2.4040 0.0612
H -2.1896 2.6568 0.9058 0.0670
H 0.2664 0.8341 0.8605 0.0937
H -1.2614 0.2425 1.0625 0.0867
H -0.0111 1.3958 -1.4031 0.0632
H -1.2754 0.2175 -1.3462 0.0637
H -1.7165 1.8852 -1.1754 0.0640
C 0.8223 -2.4587 -0.0711 -0.1576
C 2.0097 -1.8359 -0.8168 -0.1710
H 0.0179 -2.5051 -0.7990 0.0581
H 1.0420 -3.4340 0.3370 0.0575
H 0.4629 -1.7490 0.6777 0.0466
H 2.4500 -2.5300 -1.5331 0.0583
H 2.8198 -1.4714 -0.1900 0.0581
H 1.6575 -0.9972 -1.4263 0.0527
```


b is preferred energetically. Next in line: 28.0 kcal/mol higher.